# 1
C52H63N3O2P2S2Zr | the ωB97M-V functional and the def2-TZVPD basis

Gap between HOMO and LUMO = 6.55 eV
Total charge = +2
ΔE to the lowest compared entry with this formula, charge and spin = 356.7 kJ/mol
HOMO level = -0.4664 Eh

```
125
Properties=species:S:1:pos:R:3:forces:R:3:mulliken_charge:R:1
Zr 0.66959 -0.74172 -0.04520 -0.65 0.43 0.48 -0.880
S 2.05609 1.36688 -0.21530 0.17 0.04 -0.08 -0.361
S 1.60029 3.36308 1.92180 0.11 0.04 -0.13 0.037
P 0.14399 -3.19752 -1.07040 0.04 -1.60 -1.33 2.652
P -1.66071 1.52098 -0.39060 -1.01 1.63 0.54 0.634
O -0.91891 0.24968 -0.85030 -0.42 0.08 -0.58 -0.220
O 2.33479 -1.65892 -0.21210 1.57 -1.06 -0.21 -0.235
N 1.39109 0.76618 2.34420 -0.28 0.50 0.79 -0.913
N 1.46849 -0.54782 1.89900 0.38 0.08 0.04 1.434
N -2.32691 -2.12302 -0.73640 -0.65 -0.10 -0.14 -0.271
C -1.73051 1.42708 1.48660 0.17 0.07 -0.78 0.676
C 2.15239 -4.94172 -2.08000 -0.13 0.14 0.04 -0.739
C -1.46971 -0.09032 3.47810 0.09 -0.11 -0.02 -0.096
C -2.63551 -6.24212 -1.38050 0.01 -0.07 -0.04 -0.802
C 2.33189 -6.26792 0.35960 -0.06 -0.11 0.01 -0.967
C 1.45209 -0.98892 -4.27780 0.03 0.24 0.09 -0.813
C 6.03929 4.65068 2.23560 0.01 -0.02 -0.06 -0.796
C 2.68179 3.41378 3.42970 -0.34 -0.06 -0.21 -0.639
C 4.31469 -4.38022 2.15490 -0.06 0.02 0.24 -1.284
C 3.38759 -3.55022 2.73250 0.17 -0.06 -0.08 -0.392
C -0.21521 -3.18142 -3.88870 0.00 0.13 0.14 -0.337
C -2.89651 2.21748 2.10940 -0.14 0.00 0.14 -0.501
C 0.34869 -2.54022 -2.78480 0.07 0.16 0.31 0.436
C -4.34421 0.52978 -0.62250 0.01 0.00 0.16 0.363
C -0.78231 5.29628 -1.96080 0.13 0.07 0.19 -0.944
C 4.79849 6.51748 3.08800 0.06 0.08 -0.01 -0.633
C 3.01959 -6.01032 -1.92860 0.08 -0.10 -0.03 -0.856
C 0.06009 -2.73162 -5.17030 -0.02 0.01 0.03 -0.847
C -3.28951 1.67168 3.49170 0.19 0.08 0.12 -1.071
C 0.72919 5.09468 -1.97840 -0.13 0.07 -0.21 -0.646
C 0.89779 -1.64492 -5.36760 0.06 0.06 0.14 -0.803
C 3.75369 5.67558 3.42440 -0.01 -0.21 -0.06 -0.348
C -1.34821 -4.23372 -1.19930 -0.22 0.65 0.52 0.001
C -3.75551 -4.13842 -1.04870 0.05 0.06 0.01 -0.541
C -0.04021 2.70398 -2.32890 0.32 -0.25 -0.04 -0.871
C 1.09029 3.71838 -2.55680 -0.06 0.08 0.04 -0.646
C -3.61631 1.94218 -2.48440 0.14 0.25 -0.09 -0.164
C 2.47749 -1.12202 4.05140 -0.34 0.31 0.01 -2.319
C 3.83469 4.31498 3.14480 0.15 0.18 0.03 0.427
C -0.68321 2.98838 -0.96480 -0.38 -0.56 0.22 2.474
C 1.65169 1.67048 1.45370 0.12 -0.45 0.03 0.195
C -2.08901 1.09968 4.22960 -0.13 -0.08 -0.06 -0.895
C 4.98199 3.81378 2.53940 -0.09 -0.03 0.05 -0.220
C -1.44671 4.32208 -0.97580 -0.07 0.07 -0.05 -0.291
C -3.40921 1.68378 -0.99300 0.79 -0.22 0.08 -0.461
C 4.02679 -3.26512 0.04790 -0.09 0.26 -0.06 -0.644
C -1.77301 -0.02832 1.97220 0.30 0.23 0.18 0.423
C -5.78361 0.79998 -1.11710 -0.05 0.13 0.04 -1.256
C -2.52261 -3.50812 -1.01070 0.27 -0.19 0.03 -0.052
C 1.46009 -5.20742 0.21430 -0.12 0.05 -0.13 0.212
C -4.99871 2.60188 -2.67010 -0.04 0.03 0.04 -1.028
C -5.96481 2.25398 -1.53310 -0.02 -0.17 -0.15 -0.751
C 2.12929 -1.41852 2.62900 0.31 0.17 0.06 0.532
C -1.40361 -5.60992 -1.37560 0.04 0.08 -0.11 -0.764
C 1.17009 -1.42272 -2.99060 -0.18 -0.20 0.13 0.650
C -3.80431 -5.51132 -1.23490 -0.02 0.10 0.04 -0.816
C 5.94359 6.00708 2.49820 -0.03 0.04 0.02 -0.401
C 2.98589 -2.48842 0.57970 0.91 -0.63 0.62 0.905
C 2.72329 -2.55912 1.98260 -0.05 -0.04 -0.65 0.080
C 3.12709 -6.65902 -0.70940 -0.05 -0.01 -0.04 -0.820
C 1.38239 -4.52882 -1.00170 0.00 0.23 0.24 0.407
C 4.67439 -4.19932 0.81820 -0.16 0.26 -0.11 -0.499
H 6.93499 4.24828 1.78770 0.07 -0.04 -0.06 0.399
H -3.71351 2.59338 -0.46420 0.08 -0.03 0.08 0.842
H 6.75899 6.66318 2.24030 0.10 0.10 0.00 0.404
H -1.01831 6.31768 -1.66460 -0.09 0.01 -0.06 0.524
H -1.03701 -0.67142 1.41510 -0.76 0.03 0.53 -1.040
H -2.60481 3.26408 2.18770 0.01 0.08 0.00 0.524
H -2.49211 4.19678 -1.25280 -0.09 -0.01 0.01 -0.064
H 2.38769 -6.79772 1.29750 0.02 -0.05 0.12 0.517
H -0.37001 -3.24062 -6.01880 -0.05 -0.05 -0.08 0.494
H 0.37639 1.68678 -2.36380 -0.24 0.29 -0.11 -0.573
H -1.34311 1.88478 4.34560 0.11 0.09 0.08 0.256
H -2.84461 2.58298 -2.90590 0.01 -0.01 -0.06 -0.125
H 1.66929 -0.91662 -2.14900 0.11 -0.16 -0.71 0.041
H -3.97841 -0.35742 -1.13620 -0.01 0.01 0.11 -0.281
H -0.78731 1.86868 1.84170 -0.25 -0.03 -0.16 0.038
H -5.99181 0.16538 -1.97970 -0.07 -0.05 0.02 0.396
H -5.41811 2.27578 -3.62070 -0.03 0.04 -0.06 0.468
H -3.57201 0.98998 -3.01720 0.07 -0.03 -0.02 0.537
H -2.19411 -1.60382 -1.60370 -0.08 0.06 0.20 0.206
H -2.77111 -0.43222 1.79340 0.20 -0.27 -0.26 0.894
H 3.82159 -7.47722 -0.59640 0.02 -0.12 0.01 0.437
H 2.03619 -0.17792 4.36040 0.04 -0.07 0.04 0.278
H -0.39171 -0.07342 3.63720 -0.08 -0.07 -0.02 -0.558
H 4.28949 -3.10892 -0.98830 -0.03 -0.05 -0.06 0.511
H 3.59799 -6.34602 -2.77560 0.12 -0.02 -0.05 0.444
H -3.72351 2.48028 4.07910 -0.11 -0.04 -0.03 0.554
H -3.14881 -1.75692 -0.26510 0.22 0.10 -0.10 0.175
H 1.28099 3.79398 -3.62730 0.03 0.01 -0.03 0.529
H -4.88801 3.68498 -2.72010 0.04 0.05 -0.09 0.309
H 1.11739 5.19018 -0.96260 0.05 0.06 0.06 0.168
H 0.13899 3.08768 -0.24420 -0.28 -0.13 -0.12 -1.799
H 3.18989 -3.62962 3.78900 -0.05 -0.05 0.13 0.443
H -0.86251 -4.03602 -3.74600 -0.01 -0.05 0.03 0.483
H -4.34441 0.34478 0.45360 0.02 -0.06 0.00 0.159
H 5.46019 -4.79542 0.38180 0.08 -0.07 -0.04 0.521
H -1.84311 -1.03562 3.87590 -0.05 0.01 -0.03 0.588
H 2.98289 2.38408 3.60050 -0.03 -0.02 0.15 0.196
H 4.71879 7.57458 3.28550 0.01 0.12 0.06 0.398
H 1.18389 5.88148 -2.57620 0.15 0.04 0.06 0.528
H 2.00499 3.35918 -2.08150 -0.04 0.02 -0.13 0.156
H 2.06709 -4.44862 -3.03830 0.05 0.05 -0.03 0.440
H 5.04349 2.76218 2.29680 0.02 -0.15 0.02 0.401
H -4.66581 -3.56482 -0.94210 -0.08 0.04 0.05 0.594
H 0.80639 -4.90662 1.02700 0.10 -0.07 0.10 0.527
H 2.05159 3.77048 4.24030 0.09 -0.06 0.09 0.605
H -6.49981 0.53988 -0.33700 0.01 -0.07 -0.06 0.421
H -1.17711 5.15218 -2.96900 -0.05 0.01 0.00 0.360
H -2.68361 -7.31302 -1.48740 0.00 -0.14 -0.08 0.475
H -0.78401 2.78388 -3.12350 0.00 -0.05 0.02 0.623
H -6.98981 2.41518 -1.85980 -0.05 0.09 0.03 0.514
H -4.76201 -6.00822 -1.26610 -0.06 -0.07 0.03 0.430
H 3.55489 -1.07692 4.18410 0.12 -0.01 -0.05 0.478
H 2.10169 -1.91582 4.69320 -0.02 -0.13 0.04 0.545
H -0.49831 -6.18182 -1.50200 0.09 -0.10 0.01 0.522
H 4.80099 -5.14622 2.73720 0.05 -0.03 0.13 0.464
H 1.12229 -1.30622 -6.36750 0.03 0.01 -0.08 0.461
H -3.78771 2.17538 1.49260 -0.04 0.09 -0.16 -0.086
H -2.39901 0.78658 5.22480 0.14 0.03 0.08 0.582
H 2.86879 6.07458 3.89690 -0.13 0.07 0.07 0.396
H -5.80251 2.90778 -0.67430 -0.06 0.06 0.03 0.297
H -1.42291 4.74608 0.02940 -0.06 0.03 0.05 0.342
H 2.11789 -0.14902 -4.42680 -0.03 0.03 -0.02 0.573
H -4.05611 0.89888 3.39870 -0.05 0.01 -0.06 0.350
```
Positions in Å, forces in eV/Å.

# 2
C6H22O6 | the ωB97M-V functional and the def2-TZVPD basis

Gap between HOMO and LUMO = 8.82 eV
ΔE to the lowest compared entry with this formula, charge and spin = 141.2 kJ/mol
Structure (SMILES) = C/C=C/C=C/C.O.O.O.O.O.O
HOMO level = -0.3098 Eh

```
34
Properties=species:S:1:pos:R:3:forces:R:3:nbo_charge:R:1
O -1.13333 -0.85073 -1.88811 0.19 0.00 -0.03 -0.969
O 1.23599 -0.51442 -3.36045 0.25 -0.78 -0.04 -1.003
O -2.73428 -2.02474 2.02481 0.02 -0.11 -0.33 -0.965
O 2.29355 -2.45733 -1.72056 -0.53 -0.20 0.01 -0.994
O 0.24482 -2.51854 0.12076 -1.08 0.02 -0.46 -1.029
O -0.12967 -1.10008 2.57891 -0.27 0.00 0.12 -0.970
C -2.40913 2.26113 -1.37030 0.13 0.20 -1.31 -0.650
C 1.68805 1.27808 1.12196 -0.07 -0.57 0.80 -0.146
C 0.48178 1.85687 1.11048 1.50 -0.54 -1.46 -0.264
C -0.20902 2.00165 -0.19276 -1.76 0.41 1.36 -0.231
C -1.54918 2.08807 -0.17362 0.33 -0.37 -0.45 -0.158
C 2.51403 1.02506 2.34517 -0.46 0.26 0.75 -0.658
H -1.49248 -1.72316 -2.08364 0.01 -0.03 0.06 0.482
H -3.00648 1.40612 -1.68900 0.04 -0.35 0.52 0.226
H 0.87679 -2.34524 -0.59976 0.65 -0.35 0.78 0.504
H 0.05835 2.21851 2.04040 -0.29 0.02 -0.14 0.214
H 0.31976 2.05386 -1.13447 0.30 -0.02 0.08 0.204
H -3.11831 3.09184 -1.32998 0.18 0.11 0.34 0.215
H -3.67892 -1.90407 1.88633 0.07 -0.01 0.01 0.482
H -1.00610 -1.47875 2.74952 0.13 -0.11 0.13 0.494
H 0.37261 -0.65231 -2.91595 0.00 0.78 -0.21 0.512
H 3.14202 1.88968 2.53710 0.59 -0.05 -0.12 0.219
H 3.23560 -2.50778 -1.56000 0.08 0.23 -0.19 0.484
H -0.36360 -0.34629 2.02447 0.34 0.13 -0.08 0.475
H 2.12906 0.84644 0.22641 -0.24 0.37 -0.28 0.193
H 0.58622 -2.33445 1.00399 0.26 0.36 -0.22 0.505
H -2.04554 1.94103 0.77202 -0.14 0.22 0.35 0.186
H 1.93706 0.92255 3.26696 -0.42 0.08 -0.19 0.223
H -0.68609 -0.96495 -1.03115 -0.18 -0.15 0.06 0.506
H 3.08151 0.10283 2.30366 0.36 0.04 -0.32 0.220
H 2.08024 -1.80433 -2.41275 0.57 0.13 -0.02 0.511
H 1.41685 0.40013 -3.57910 -0.42 0.09 0.21 0.487
H -2.36905 -2.29583 1.16785 -0.06 0.04 0.22 0.491
H -1.76312 2.43916 -2.23920 -0.08 0.15 0.08 0.206
```
Positions in Å, forces in eV/Å.

# 3
C5H6O | the ωB97M-V functional and the def2-TZVPD basis

Gap between HOMO and LUMO = 8.97 eV
ΔE to the lowest compared entry with this formula, charge and spin = 563.5 kJ/mol
HOMO level = -0.3063 Eh

```
12
Properties=species:S:1:pos:R:3:forces:R:3:nbo_charge:R:1
O 2.01818 -0.51922 -1.04242 -0.07 -0.05 -0.11 -0.512
C -2.70544 -0.14037 0.10817 -0.06 0.00 -0.01 -0.693
C 2.47213 -0.11738 0.21376 0.21 -0.15 0.28 -0.198
C -0.09079 0.25066 -0.28507 -0.46 0.02 0.02 -0.188
C -1.27334 0.07448 -0.08487 0.52 0.05 -0.07 0.087
C 1.19519 0.62177 -0.84186 -0.21 -0.06 -0.10 0.103
H -3.24776 0.80959 0.15223 0.11 -0.13 0.01 0.237
H 3.54720 0.07717 0.22686 -0.17 0.04 0.03 0.221
H 2.03609 1.03463 0.20499 -0.02 0.06 0.10 0.253
H -3.10253 -0.71703 -0.73412 0.06 0.07 0.13 0.246
H 2.06367 -0.67164 1.05807 0.01 0.08 -0.15 0.204
H -2.91260 -0.70266 1.02427 0.08 0.08 -0.12 0.240
```
Positions in Å, forces in eV/Å.

# 4
C7H13NO | the ωB97M-V functional and the def2-TZVPD basis

Gap between HOMO and LUMO = 9.95 eV
ΔE to the lowest compared entry with this formula, charge and spin = 622.7 kJ/mol
HOMO level = -0.3389 Eh

```
22
Properties=species:S:1:pos:R:3:forces:R:3:nbo_charge:R:1
O -0.50768 1.32660 -1.34967 -0.42 -1.83 0.61 -0.570
N 0.93052 -2.57610 1.16964 1.47 0.90 1.65 -0.857
C 0.04547 -2.15437 0.04724 -2.08 -1.19 1.62 -0.215
C -0.12350 -0.71789 -0.22628 1.50 1.65 -2.37 -0.069
C -0.07258 1.28589 0.11527 2.18 -0.40 -1.66 0.221
C 0.17740 2.61043 0.66960 1.12 1.31 2.38 -0.635
C -0.86856 0.23440 0.68292 -3.95 0.60 0.48 -0.470
C -0.76894 -0.13377 -1.65472 -0.51 -0.59 2.10 -0.095
C 1.02740 0.25118 0.08886 1.56 -0.82 1.73 -0.413
H 0.50582 -2.71454 -0.77850 -1.03 0.19 -0.22 0.216
H -0.79508 3.04936 1.42384 2.98 -0.88 -2.88 0.230
H 0.62462 -2.33653 2.12496 -0.55 -0.16 -0.84 0.355
H 1.24266 -0.04053 1.25210 0.40 1.08 -2.96 0.197
H 1.94801 -2.20114 1.24087 -2.36 -0.64 -1.26 0.366
H -1.15623 -2.37219 0.34357 3.33 -0.79 -0.91 0.193
H 1.88799 0.40239 -0.57175 0.08 -0.27 0.29 0.214
H -1.85362 0.66414 0.44887 -0.91 -1.53 0.37 0.218
H -1.83182 -0.47220 -1.26684 1.27 1.13 -2.28 0.179
H 0.49582 3.06510 -0.37124 -0.60 0.74 2.67 0.266
H -0.49869 -0.46808 -2.79993 -0.38 0.96 3.31 0.226
H 1.20656 2.45046 1.49454 -3.21 0.90 -2.68 0.219
H -0.72839 0.13833 1.73202 0.09 -0.36 0.85 0.223
```
Positions in Å, forces in eV/Å.

# 5
C2HI2O4S | the ωB97M-V functional and the def2-TZVPD basis

Gap between HOMO and LUMO = 7.06 eV
Total charge = -1
ΔE to the lowest compared entry with this formula, charge and spin = 0.0 kJ/mol
HOMO level = -0.1798 Eh

```
10
Properties=species:S:1:pos:R:3:forces:R:3:nbo_charge:R:1
I -0.24794 -1.10957 1.60950 0.56 0.05 0.45 -0.545
I 0.81107 0.46386 -2.34898 0.05 -0.06 0.00 -0.076
S -2.25608 -1.37433 -0.27899 -0.98 -0.36 -0.52 1.578
O -1.85711 -2.54743 -1.03548 0.05 0.19 0.12 -0.934
O -3.43082 -1.57363 0.55645 0.34 0.12 -0.18 -0.936
O -0.01928 2.33670 -0.21078 0.54 -0.37 0.17 -0.465
O 2.23357 1.53763 1.42350 -0.28 -0.27 -0.63 -0.499
C 0.73188 1.44408 -0.37936 -1.53 0.63 -0.79 0.431
C 1.79155 0.87879 0.51078 1.41 0.05 1.35 0.283
H 2.24317 -0.05610 0.15335 -0.15 0.01 0.04 0.164
```
Positions in Å, forces in eV/Å.

# 6
C3H7NO2 | the ωB97M-V functional and the def2-TZVPD basis

Gap between HOMO and LUMO = 10.56 eV
ΔE to the lowest compared entry with this formula, charge and spin = 110.4 kJ/mol
Structure (SMILES) = COC(=O)CN
HOMO level = -0.3554 Eh

```
13
Properties=species:S:1:pos:R:3:forces:R:3:nbo_charge:R:1
O 0.28613 -0.97628 0.61470 -0.09 0.22 -0.18 -0.624
O -1.02494 -0.03118 -0.90243 0.21 0.12 0.17 -0.494
N 1.78707 1.06616 1.22263 0.09 -0.01 -0.10 -0.820
C 0.65431 1.36186 0.35723 -0.14 -0.07 -0.11 -0.326
C -0.04056 0.02133 0.00593 0.19 -0.35 0.39 0.772
C -1.58903 -1.36380 -0.98208 -0.12 -0.12 -0.06 -0.266
H -0.05721 1.99507 0.90720 -0.08 -0.26 -0.20 0.216
H 0.98406 1.96055 -0.50016 -0.30 -0.38 -0.06 0.219
H 2.61540 0.90882 0.65664 -0.07 0.10 0.03 0.350
H -0.80895 -2.09521 -1.20779 -0.13 0.18 -0.04 0.200
H -2.34632 -1.35756 -1.76501 0.14 0.24 0.07 0.196
H -2.03422 -1.63970 -0.02201 0.04 0.11 -0.17 0.196
H 1.57427 0.14994 1.61515 0.24 0.21 0.25 0.382
```
Positions in Å, forces in eV/Å.